(1)
C9H22FeN3O4 as an isolated structure at a distorted geometry, computed with ωB97M-V with the def2-TZVPD basis set.

Cartesian coordinates (Å):
Fe 25.67163 14.04789 3.71360
O 24.65455 13.36474 5.20171
H 24.21320 13.12728 6.04036
C 24.44816 10.21915 6.71981
O 24.77930 9.42417 7.64637
N 23.47958 9.76032 5.83886
C 22.96703 10.54693 4.73099
C 22.90385 8.39593 5.83551
H 24.75135 11.25756 6.51490
H 23.27945 10.00457 3.83861
H 23.54251 11.46915 4.81119
H 21.89183 10.72556 4.74213
H 23.53620 7.58627 6.19976
H 22.03000 8.38000 6.48685
H 22.52303 8.18354 4.83653
C 28.25030 12.20693 4.49849
O 27.20508 12.73401 4.21446
N 28.47556 10.93515 4.27456
C 29.47019 10.11449 5.00981
C 27.54230 10.10836 3.40122
H 28.97086 12.70854 5.16285
H 29.08930 9.10772 5.18136
H 29.93574 10.38080 5.95874
H 30.35624 10.05309 4.37797
H 28.12281 9.65066 2.60021
H 26.99257 9.43508 4.05892
H 26.74415 10.68527 2.93409
C 21.74644 15.95745 5.54943
O 21.69505 17.19036 5.55065
N 20.73509 15.16542 5.94478
C 19.47604 15.65707 6.59653
C 20.85293 13.65983 6.08765
H 22.53654 15.30984 5.13889
H 18.69460 15.18783 5.99881
H 19.36023 16.73953 6.65095
H 19.44642 15.20303 7.58701
H 21.33565 13.26372 5.19423
H 21.60399 13.42480 6.84181
H 19.90751 13.22903 6.41733

Cartesian forces (eV/Å) of the 2 atoms listed first:
Fe -0.19 -1.69 2.25
O 0.84 1.02 -1.53

The energy above the lowest of the compared OMol25 structures with the same formula, charge and spin comes out at 1.153 eV. The expectation value of S² is 20.023. The value obtained for the LUMO energy (spin up / spin down) is -3.2 / -7.5 eV. Its maximum force is 5.3 eV Å⁻¹. The total charge is +1. Its spin multiplicity is 9. The frontier orbital gap (spin up / spin down) is 0.16988 / 0.14847 Ha.

---

(2)
C5H9I as an isolated structure at a distorted geometry, computed with ωB97M-V with the def2-TZVPD basis set.

Cartesian coordinates (Å):
C -0.30781 0.64516 1.64423
C -0.30565 0.75098 0.35309
C -1.22103 1.33691 -0.62283
C 0.53259 -1.79920 -0.43095
C 1.11229 -0.34808 -0.45149
I 2.99644 -0.07624 0.45220
H 0.57375 0.14756 2.09465
H -1.18632 0.94968 2.25555
H -0.71328 1.62730 -1.47955
H -1.92498 0.62678 -0.97204
H -1.76442 2.12629 -0.08912
H -0.05081 -1.87769 -1.35392
H 1.22911 -2.52777 -0.27383
H -0.18315 -1.77915 0.31579
H 1.21327 0.19749 -1.44178

Cartesian forces (eV/Å) of the 2 atoms listed first:
C -0.23 -0.28 1.60
C 3.65 -2.82 -2.05

The energy above the lowest of the compared OMol25 structures with the same formula, charge and spin comes out at 2.211 eV. The value obtained for the LUMO energy is 0.7 eV. Its maximum force is 5.0 eV Å⁻¹. The frontier orbital gap is 0.35214 Ha.

---

(3)
C31H32ClN2O3PScTe2 as an isolated structure at a distorted geometry, computed with ωB97M-V with the def2-TZVPD basis set.

Cartesian coordinates (Å):
Sc -0.01456 -0.06510 -0.54044
C -1.53764 3.01223 2.45209
C -0.79659 2.02225 1.78617
N -1.20057 1.46983 0.65050
C -2.45832 1.73629 0.22008
C -3.32441 2.59677 0.90700
C -2.79748 3.29671 2.01722
C -4.66871 2.75934 0.46205
C -5.11448 2.11803 -0.64281
C -4.22926 1.31113 -1.41901
C -4.62505 0.69408 -2.62005
C -3.70196 -0.00702 -3.35159
C -2.38986 -0.09931 -2.87984
N -1.99031 0.42909 -1.73627
C -2.89640 1.12948 -1.00459
H -1.11161 3.50175 3.31625
H 0.20512 1.76565 2.10726
H -3.40429 4.05298 2.49899
H -5.32405 3.40533 1.03223
H -6.13654 2.23209 -0.97994
H -5.64757 0.79792 -2.96074
H -3.96260 -0.47555 -4.28960
H -1.63398 -0.61647 -3.45643
Cl 3.02230 -0.62295 -0.38422
C 2.46041 -2.27104 -0.50222
C 3.05162 -3.25679 0.26023
C 2.50826 -4.53244 0.24064
C 1.37258 -4.78722 -0.51418
C 0.80626 -3.78699 -1.28553
C 1.34536 -2.49621 -1.31896
C 0.76187 -1.41096 -2.14815
H 3.92058 -3.03475 0.86503
H 2.97164 -5.32319 0.81540
H 0.93087 -5.77550 -0.50596
H -0.07377 -3.99151 -1.88410
H 0.06083 -1.84559 -2.86322
H 1.55039 -0.88765 -2.69941
C 3.13971 2.51304 -2.29268
Te 1.41068 2.53997 -0.99690
C 2.94355 2.91814 0.49110
C 4.00179 3.67270 -0.26685
C 4.87764 4.54100 0.36903
C 5.84300 5.21392 -0.36583
C 5.93264 5.02341 -1.73565
C 5.05920 4.15604 -2.37562
C 4.09551 3.47650 -1.64452
H 2.86635 2.81193 -3.30144
H 3.54694 1.50165 -2.31608
H 3.31561 1.96164 0.85986
H 2.54102 3.49084 1.32309
H 4.80268 4.69501 1.43889
H 6.51602 5.89877 0.13262
H 6.67449 5.55975 -2.31221
H 5.12203 4.00877 -3.44710
C -3.22900 -3.49436 0.17518
C -3.03553 -2.01455 0.44081
O -1.65086 -1.62305 0.34244
P -0.72704 -1.60696 1.74033
O 0.49338 -0.89711 1.17323
Te -1.82080 -0.65500 3.57948
O -0.32247 -3.13185 1.89637
C -0.75397 -3.99519 2.97239
C 0.28329 -4.04791 4.07259
H -4.29504 -3.71262 0.23828
H -2.70611 -4.09799 0.91560
H -2.86632 -3.76552 -0.81639
H -3.40660 -1.75178 1.43402
H -3.58499 -1.42283 -0.29288
H -0.89028 -4.97668 2.51868
H -1.71507 -3.65325 3.36251
H 1.22184 -4.45534 3.69679
H -0.07822 -4.67906 4.88437
H 0.46685 -3.04675 4.46261

Cartesian forces (eV/Å) of the 2 atoms listed first:
Sc 0.09 -0.52 -0.80
C 0.16 -0.23 0.14

The energy above the lowest of the compared OMol25 structures with the same formula, charge and spin comes out at 0.441 eV. The value obtained for the LUMO energy is -3.5 eV. Its maximum force is 1.6 eV Å⁻¹. The total charge is +1. The frontier orbital gap is 0.23864 Ha.

---

(4)
A 12-piece molecular cluster, C36H58O36 overall at a distorted geometry, computed with ωB97M-V with the def2-TZVPD basis set.

Cartesian coordinates (Å):
C 0.50753 -7.17266 -2.54897
O -0.25602 -6.56006 -1.51204
C 0.37403 -5.88929 -0.56158
O 1.54044 -5.75612 -0.42080
O -0.56210 -5.43053 0.23284
C -0.17927 -4.62216 1.34178
H 1.40367 -6.61872 -2.81456
H -0.17528 -7.19775 -3.39726
H 0.74006 -8.19680 -2.26702
H 0.27531 -3.68866 0.99998
H 0.43753 -5.12122 2.08733
H -1.12155 -4.34554 1.80598
C -4.74513 -2.53824 -0.01910
O -4.22624 -3.25694 1.11506
C -3.36046 -2.65096 1.90129
O -2.82988 -1.58402 1.68520
O -3.12339 -3.45457 2.94554
C -2.20983 -2.94983 3.90796
H -4.74726 -1.46002 0.14178
H -5.75568 -2.89958 -0.16980
H -4.12777 -2.77327 -0.88876
H -1.18747 -2.94092 3.53188
H -2.29210 -3.55597 4.80039
H -2.45812 -1.90588 4.11054
C 7.25121 -4.78530 2.60512
O 6.19743 -3.90624 2.85075
C 5.18275 -3.96703 1.98690
O 5.04792 -4.79545 1.14059
O 4.39453 -2.94441 2.21351
C 3.06312 -2.99065 1.71502
H 8.08937 -4.45278 3.21487
H 7.58112 -4.71562 1.56673
H 7.04799 -5.82803 2.84009
H 2.71068 -1.99847 1.46585
H 2.42369 -3.34252 2.53172
H 2.90814 -3.68526 0.88816
C 4.94094 0.06149 -0.07873
O 3.98164 0.07518 0.97060
C 3.55207 1.25362 1.45307
O 3.51132 2.30841 0.88390
O 3.09065 1.02226 2.69899
C 2.71216 2.12135 3.53158
H 5.92498 -0.03622 0.37129
H 4.85334 0.96515 -0.67506
H 4.70677 -0.74695 -0.75492
H 3.06943 1.93326 4.54759
H 1.63411 2.29114 3.57188
H 3.15963 3.05990 3.20559
C -1.15638 5.97836 -4.98910
O -0.55411 7.26731 -4.94048
C -0.79780 7.99342 -3.86149
O -1.33640 7.63235 -2.86258
O -0.38873 9.24643 -4.09805
C -0.53006 10.19142 -3.04813
H -0.70059 5.46507 -5.82450
H -2.21749 6.07082 -5.23687
H -1.02063 5.42986 -4.06120
H -1.50917 10.66840 -3.11613
H 0.23971 10.94619 -3.16663
H -0.43833 9.72499 -2.06876
O -5.93175 -0.10489 -4.64783
C -5.04989 -0.09363 -3.86081
O -5.13073 0.49643 -2.63306
C -3.83236 0.62735 -2.11585
C -3.07799 -0.52235 -2.78234
O -3.85202 -0.70466 -3.99616
H -3.33242 1.58031 -2.33191
H -3.83021 0.58161 -1.02751
H -3.21210 -1.44529 -2.21186
H -2.06307 -0.37161 -3.12528
O 0.51550 -1.36841 2.77323
C 0.80862 -1.05923 3.86156
O 0.04996 -0.34668 4.72039
C 0.79615 -0.08351 5.92908
C 1.92220 -1.11786 5.86104
O 1.91857 -1.50586 4.48940
H 1.13129 0.94870 6.04120
H 0.08366 -0.27467 6.73184
H 1.69775 -1.98216 6.48962
H 2.91125 -0.76079 6.13011
O 0.86527 4.50070 2.62942
C 0.37115 5.18137 1.79957
O 0.85948 5.44899 0.58125
C -0.21156 6.00515 -0.24027
C -1.37570 6.19485 0.75445
O -0.80768 5.83317 1.99119
H 0.12023 6.92881 -0.70391
H -0.43843 5.26440 -1.00065
H -2.19874 5.56132 0.43320
H -1.66078 7.24115 0.76363
O -0.14010 1.53994 -2.80826
C -0.25177 1.15588 -1.69578
O -0.60690 1.87648 -0.63138
C -0.60147 1.08033 0.56328
C -0.39509 -0.35180 0.01208
O -0.12288 -0.14712 -1.36012
H 0.22561 1.38793 1.20015
H -1.57095 1.15406 1.03436
H -1.33006 -0.89228 0.16508
H 0.39891 -0.90576 0.49480
O -3.96181 2.69611 1.72192
C -3.39843 2.69475 2.75821
O -2.54997 3.63705 3.18896
C -2.08030 3.29866 4.47769
C -2.31676 1.80058 4.53497
O -3.49729 1.70350 3.69623
H -1.02822 3.52167 4.61713
H -2.70630 3.76904 5.23675
H -2.56637 1.34180 5.48591
H -1.56420 1.20575 4.02437
O 3.31858 0.03026 -2.45216
C 2.67137 -0.10944 -3.41848
O 1.84686 -1.15071 -3.64947
C 0.93251 -0.83787 -4.71005
C 1.64343 0.31616 -5.40802
O 2.56878 0.79118 -4.40069
H 0.77520 -1.71739 -5.32747
H -0.01245 -0.49011 -4.28878
H 0.97739 1.13293 -5.63770
H 2.21365 -0.00775 -6.28271
O -3.27882 -5.75875 -2.74804
C -2.46901 -5.01530 -3.12452
O -1.98644 -4.98665 -4.38845
C -1.06044 -3.90645 -4.51013
C -0.71661 -3.57392 -3.05807
O -1.86837 -4.05699 -2.35948
H -0.18257 -4.24096 -5.06466
H -1.46033 -3.01340 -5.00092
H -0.62263 -2.49399 -2.97221
H 0.18251 -4.07187 -2.69590

Cartesian forces (eV/Å) of the 2 atoms listed first:
C -0.39 -0.15 -0.20
O -0.22 -0.16 -0.72

The energy above the lowest of the compared OMol25 structures with the same formula, charge and spin comes out at 0.000 eV. The value obtained for the LUMO energy is 0.1 eV. Its maximum force is 2.4 eV Å⁻¹. The SMILES is COC(=O)OC.COC(=O)OC.COC(=O)OC.COC(=O)OC.COC(=O)OC.O=C1OCCO1.O=C1OCCO1.O=C1OCCO1.O=C1OCCO1.O=C1OCCO1.O=C1OCCO1.O=C1OCCO1. The frontier orbital gap is 0.38833 Ha.